C38H75F8N3O30P6S | ωB97M-V/def2-TZVPD

## Properties
Structure (SMILES): NCCCCc1nc2c(F)c(CC(=O)O)c(S(=O)(=O)C(F)(F)C(F)(F)C(F)(F)F)c(O)c2nc1CCCO.COP(=O)(OC)OC.COP(=O)(OC)OC.COP(=O)(OC)OC.COP(=O)(OC)OC.COP(=O)(OC)OC.COP(=O)(OC)OC
E_LUMO in eV: -2.8574
Multiplicity: 1
HOMO energy in eV: -9.359

The geometry in XYZ format:
```
161
Properties=species:S:1:pos:R:3:forces:R:3:lowdin_charge:R:1
N 5.570792 2.583692 7.164010 -0.14 0.58 0.01 -0.03
C 6.001971 3.888692 6.617837 0.27 -0.06 -0.94 -0.28
C 5.240654 4.309179 5.270803 0.26 0.93 0.97 -0.20
C 3.904854 5.112579 5.562654 0.17 0.50 -0.19 -0.20
C 3.122282 5.529845 4.224036 1.01 -0.16 -0.30 -0.13
C 3.117782 4.380488 3.141295 0.05 0.18 -0.55 -0.17
N 3.955075 4.544769 2.072998 -2.60 -2.48 1.26 0.18
C 3.861860 3.465905 1.188113 0.64 -0.50 -1.33 -0.09
C 4.716318 3.530367 -0.069768 -0.68 -2.10 -0.82 -0.08
F 5.487059 4.675543 -0.256731 -1.29 -2.06 0.25 0.05
C 4.754927 2.451915 -1.071901 -0.87 0.62 1.67 -0.06
C 5.678047 2.514825 -2.346868 0.55 0.18 0.09 -0.04
C 7.130885 3.094600 -2.005371 -0.58 0.66 0.03 -0.46
O 7.865522 2.594058 -1.198509 -0.68 0.53 -1.06 0.12
O 7.481546 4.261363 -2.705771 -1.08 -1.51 0.59 0.07
C 3.853088 1.228208 -0.847005 0.15 1.87 2.49 -0.12
S 3.814488 -0.125079 -2.092655 -5.15 0.33 -3.35 0.81
O 3.812745 0.406292 -3.474671 1.86 0.03 2.49 -0.30
O 2.594863 -0.944153 -1.975916 2.44 0.84 1.58 -0.28
C 5.249280 -1.310903 -1.913292 0.72 -1.81 -0.40 -0.38
F 4.765007 -2.588244 -2.216633 0.63 2.13 0.55 0.09
F 6.235103 -1.040481 -2.849467 -1.44 -0.08 1.89 0.10
C 5.793979 -1.366896 -0.430310 1.03 0.98 0.94 -0.27
F 4.779961 -1.403148 0.525531 1.32 0.03 -1.88 0.11
F 6.543558 -0.210787 -0.188835 -1.30 -1.65 -0.67 0.11
C 6.755852 -2.596666 -0.122008 0.23 -0.61 1.46 -0.40
F 7.569901 -2.208117 0.930784 -1.03 -0.82 -2.00 0.13
F 7.510707 -2.991651 -1.194147 -1.33 0.62 1.92 0.16
F 5.992438 -3.650170 0.366566 1.38 1.43 -1.30 0.12
C 3.028188 1.170371 0.381723 0.88 0.08 -0.94 -0.16
O 2.229184 0.057403 0.638576 1.48 1.17 0.15 0.01
C 3.000929 2.288540 1.408201 0.88 -0.38 -1.84 -0.10
N 2.142479 2.111084 2.495662 2.10 3.30 0.19 0.18
C 2.207770 3.181353 3.334840 0.00 -0.46 0.40 -0.15
C 1.286558 3.125179 4.621754 -0.23 -0.82 -0.68 -0.10
C 0.093539 4.182380 4.603623 0.56 0.33 -0.33 -0.15
C -0.185219 4.839390 3.200174 -1.11 0.85 0.22 -0.26
O -0.622738 3.890498 2.202326 0.54 0.46 0.15 -0.09
H 4.670723 2.645941 7.649160 0.44 -0.09 -0.41 0.06
H 5.516451 1.879918 6.423361 -0.08 0.36 0.40 0.06
H 5.940540 4.682385 7.417593 -0.13 -0.81 -0.87 0.12
H 7.097707 3.802423 6.345721 -1.14 0.05 0.37 0.11
H 5.093307 3.375923 4.658314 0.07 0.98 0.48 0.10
H 5.924379 5.036067 4.723657 -0.83 -1.05 0.32 0.12
H 4.233672 6.099370 6.021546 -0.46 -1.19 -0.37 0.12
H 3.234309 4.621796 6.326764 0.73 0.30 -0.91 0.10
H 2.097029 5.945277 4.428918 1.01 -0.72 -0.13 0.10
H 3.721565 6.392974 3.793602 -0.73 -1.17 0.21 0.12
H 5.199944 3.095773 -3.197805 0.37 -0.63 1.15 0.14
H 5.881627 1.487465 -2.781657 -0.37 1.22 0.70 0.11
H 6.680764 4.560443 -3.185877 0.72 -0.17 0.31 0.11
H 2.384674 -0.210770 1.571626 -0.39 0.48 -0.61 0.12
H 1.897591 3.181792 5.575591 -0.66 0.15 -1.26 0.11
H 0.807746 2.095927 4.631806 0.75 1.15 -0.19 0.11
H 0.367967 5.032237 5.305999 -0.59 -0.96 -0.79 0.11
H -0.850036 3.684538 4.972297 1.05 0.60 -0.40 0.13
H 0.668468 5.451516 2.787968 -0.55 -0.72 0.63 0.11
H -1.046294 5.570192 3.354812 1.05 -0.68 -0.01 0.13
H -0.689154 4.377604 1.357201 0.00 -0.41 0.69 0.10
C -6.590492 0.711163 1.988587 -0.26 0.44 -0.92 -0.10
O -5.536604 -0.231794 1.956979 1.43 -2.54 -1.13 -0.32
P -3.899028 0.172937 2.206935 -3.02 6.80 5.53 0.71
O -4.143124 0.304084 3.697139 0.72 -1.37 -0.16 -0.23
O -4.121982 1.646874 1.502011 0.61 -0.73 -0.84 -0.27
C -4.379750 1.724685 0.100037 -0.09 0.31 -0.16 -0.13
O -2.241116 0.559727 2.447932 -0.07 -2.62 -1.98 -0.28
C -1.405268 0.449878 1.297865 0.38 0.14 -0.18 -0.13
H -7.453877 0.224453 2.446705 0.27 -0.25 0.06 0.10
H -6.336121 1.609293 2.542272 0.18 0.00 0.09 0.09
H -6.878614 0.968192 0.964004 -0.03 0.18 0.12 0.08
H -5.298568 2.286483 -0.062692 0.01 -0.11 -0.09 0.07
H -4.478581 0.731499 -0.345783 -0.14 0.11 -0.14 0.08
H -3.559054 2.259039 -0.387796 -0.04 -0.12 0.02 0.08
H -1.609799 1.258779 0.594578 -0.02 0.01 -0.05 0.07
H -1.549609 -0.514231 0.803158 0.21 0.05 -0.08 0.08
H -0.364353 0.531434 1.613510 -0.09 0.02 0.06 0.07
C -4.831852 -2.740401 0.533282 1.00 -0.47 -0.04 -0.14
O -5.619560 -3.468005 -0.387444 -0.67 -1.55 -2.94 -0.30
P -6.538578 -4.837450 0.033682 -1.45 3.23 8.05 0.70
O -7.628374 -4.025066 0.686559 0.01 -0.59 -1.41 -0.24
O -5.433475 -5.301392 1.172335 0.32 -0.48 -0.94 -0.27
C -4.122110 -5.696103 0.779097 0.08 -0.15 0.17 -0.14
O -7.381162 -6.308364 0.257707 1.10 0.40 -3.10 -0.24
C -6.810799 -7.466133 -0.347498 0.08 -0.44 0.02 -0.14
H -4.901016 -1.685937 0.266122 -0.38 -0.21 -0.21 0.06
H -5.142852 -2.880818 1.563418 -0.21 -0.03 0.03 0.10
H -3.780227 -3.028252 0.412831 -0.01 -0.01 0.19 0.08
H -3.392244 -5.098829 1.326652 0.00 0.00 -0.04 0.08
H -3.965080 -5.565434 -0.294624 0.15 0.03 0.05 0.09
H -3.970200 -6.747253 1.039417 0.00 0.09 -0.07 0.08
H -5.910299 -7.775542 0.185990 0.06 0.00 -0.02 0.07
H -6.571343 -7.279752 -1.397041 -0.04 -0.23 0.01 0.08
H -7.533086 -8.280688 -0.291301 -0.04 0.15 0.01 0.09
C 7.794142 -10.426507 -0.249404 0.63 0.57 -0.29 -0.13
O 6.967631 -9.964730 0.799813 -0.74 1.57 2.94 -0.30
P 5.493356 -9.153702 0.549003 -1.39 -4.66 -7.33 0.70
O 4.746490 -10.414864 0.195801 0.02 0.76 1.30 -0.24
O 6.054659 -8.435881 -0.831106 0.25 0.71 0.80 -0.28
C 7.123862 -7.496176 -0.765682 -0.03 0.15 -0.19 -0.14
O 4.081829 -8.191697 0.468652 1.71 0.50 2.77 -0.24
C 4.215713 -6.834362 0.881511 -0.09 0.43 -0.06 -0.14
H 8.230891 -11.375378 0.067670 -0.26 0.05 0.20 0.10
H 7.255584 -10.562194 -1.181938 -0.18 0.01 0.00 0.09
H 8.624906 -9.727927 -0.391554 -0.05 -0.09 -0.18 0.08
H 7.917205 -7.812921 -1.443395 0.01 0.01 0.04 0.08
H 7.525403 -7.410083 0.247209 0.14 0.03 -0.09 0.09
H 6.762340 -6.517286 -1.093641 0.04 -0.07 0.08 0.08
H 4.780710 -6.261805 0.143735 0.05 0.03 0.01 0.06
H 4.710114 -6.771834 1.853960 -0.13 0.21 -0.01 0.08
H 3.222125 -6.392861 0.962722 0.02 -0.16 0.00 0.09
C -7.506612 -0.711179 -2.586296 -0.36 -0.56 -0.63 -0.11
O -6.404959 0.085075 -2.980706 3.02 0.49 -1.54 -0.31
P -6.549601 1.686450 -3.549373 -7.27 1.10 5.43 0.73
O -6.781942 2.203911 -2.143465 1.39 0.12 -0.52 -0.25
O -8.010395 1.347970 -4.247336 0.71 -0.23 -0.91 -0.28
C -8.082189 0.469612 -5.367075 -0.20 0.03 -0.11 -0.14
O -6.650772 3.272359 -4.180872 2.71 -1.49 -1.19 -0.25
C -6.356954 3.421514 -5.570396 0.00 0.14 -0.45 -0.13
H -7.189884 -1.314847 -1.732563 0.23 0.20 -0.03 0.09
H -8.377869 -0.122037 -2.318338 0.02 0.20 0.00 0.10
H -7.756382 -1.409508 -3.391429 -0.18 0.05 0.11 0.08
H -8.791797 -0.328829 -5.147236 0.04 -0.01 0.00 0.08
H -7.108012 0.034056 -5.602666 -0.10 -0.12 -0.05 0.09
H -8.447332 1.024356 -6.235732 0.10 -0.06 0.06 0.08
H -7.163214 3.009613 -6.179668 0.00 -0.05 -0.03 0.07
H -5.416210 2.929601 -5.823657 -0.03 0.23 -0.23 0.07
H -6.270352 4.483682 -5.798669 0.04 -0.07 0.15 0.09
C -5.518907 5.516271 -10.377935 0.22 0.77 -0.43 -0.12
O -4.643898 4.415353 -10.521531 2.07 -2.25 -1.64 -0.30
P -3.364030 4.084568 -9.451474 -4.61 3.56 6.64 0.71
O -4.272107 3.529742 -8.382691 0.77 -0.80 -0.90 -0.25
O -3.111726 5.696735 -9.183297 0.67 -0.23 -0.81 -0.28
C -2.661079 6.537544 -10.242283 0.11 0.20 0.09 -0.14
O -1.951900 3.731312 -8.555225 0.14 -1.15 -3.14 -0.24
C -0.707334 3.947389 -9.216900 0.46 0.13 0.01 -0.13
H -6.514400 5.188516 -10.683296 0.17 -0.28 0.05 0.10
H -5.552206 5.899030 -9.362802 0.08 -0.09 0.13 0.09
H -5.221066 6.309555 -11.070631 -0.09 0.07 0.18 0.08
H -3.348366 7.377595 -10.345883 0.02 -0.03 -0.03 0.08
H -2.603090 5.997667 -11.190709 -0.04 0.15 -0.05 0.09
H -1.672327 6.931699 -9.991841 -0.08 -0.06 -0.07 0.08
H -0.505766 5.015144 -9.318656 -0.01 0.03 -0.05 0.07
H -0.702650 3.476130 -10.202281 0.22 0.00 0.07 0.08
H 0.088489 3.509422 -8.614347 -0.16 -0.05 0.01 0.09
C -2.603125 -2.309318 6.393419 -0.27 0.45 -0.89 -0.11
O -1.512168 -3.213662 6.410792 2.10 -2.60 -1.07 -0.30
P 0.088127 -2.749266 6.746392 -3.14 6.25 5.38 0.70
O -0.149200 -2.638274 8.231487 0.71 -1.12 -0.76 -0.24
O -0.131437 -1.273296 6.037981 0.50 -0.64 -0.75 -0.28
C -0.385360 -1.182992 4.637932 -0.10 0.29 -0.08 -0.14
O 1.761467 -2.420733 6.902854 -0.50 -2.62 -1.84 -0.25
C 2.544956 -2.548126 5.721003 0.31 0.14 -0.18 -0.14
H -3.469842 -2.830820 6.803882 0.27 -0.20 0.09 0.10
H -2.411430 -1.406909 6.964542 0.16 0.01 0.09 0.10
H -2.848854 -2.054483 5.358079 -0.06 0.20 0.16 0.07
H -1.302709 -0.616151 4.477222 0.02 -0.04 -0.05 0.07
H -0.484777 -2.172310 4.182522 -0.09 0.07 -0.10 0.09
H 0.439292 -0.645574 4.157649 -0.04 -0.08 0.00 0.07
H 2.337213 -1.727469 5.030852 -0.04 0.01 -0.07 0.07
H 2.352136 -3.503199 5.226011 0.22 0.05 -0.08 0.08
H 3.599579 -2.500775 5.994413 -0.10 -0.05 0.10 0.09
```
Forces are in eV/Å.